C11H5N2O5Tc | ωB97M-V/def2-TZVPD

```
24
Properties=species:S:1:pos:R:3
O 0.31590 0.21946 -4.46046
C 0.36502 -0.48122 -3.54623
Tc -0.83268 -1.31412 -0.96663
O -2.12578 0.86917 -2.85885
C -1.64046 0.10400 -2.13060
C -2.17107 -1.41688 0.41103
O -2.96115 -1.55678 1.26115
C 0.37892 -2.54059 0.12611
O 1.04394 -3.26457 0.73867
C -1.64274 -2.82706 -1.80298
O -2.16476 -3.79463 -2.19026
H 0.75355 -1.69220 -1.40583
N 4.32406 1.26744 2.21164
C 3.19028 1.28558 1.92040
C 1.79403 1.32070 1.56720
C 1.00126 2.40639 1.94053
C -0.33477 2.39172 1.58322
C -0.83674 1.30601 0.86678
N -0.05866 0.29585 0.44162
C 1.22931 0.28965 0.82498
H 1.44638 3.22418 2.49813
H -1.00711 3.20322 1.83969
H -1.89271 1.26623 0.61591
H 1.82597 -0.56155 0.51480
```

Its spin multiplicity is 4. The value obtained for the total energy is -26866.0317 eV. As for the net charge: +3. The value obtained for the HOMO-LUMO gap (alpha / beta) is 0.32256 / 0.21780 Eh. Its highest occupied orbital energy (alpha / beta) is -21.4 / -22.7 eV.